[1]
Here is a 6-piece molecular cluster, C24H49F2N8O11Si overall at a distorted geometry from the Open Molecules 2025 dataset. Energies are from ωB97M-V/def2-TZVPD.

Properties
charge	+1
spin multiplicity	1
electronic energy	-73418.853	eV
HOMO energy	-11.3674	eV
LUMO level	-4.04	eV
max |F|	1.419	eV Å⁻¹
Kohn-Sham gap	0.269	Eh

Geometry (Å):
C: 1.324 -4.412 -2.249
O: 1.305 -3.965 -0.897
C: 2.261 -4.630 -0.062
C: 3.657 -3.986 -0.045
C: 3.605 -2.449 0.123
C: 3.588 -1.800 -1.283
C: 2.866 -0.443 -1.352
C: 1.429 -0.619 -0.817
N: 0.438 0.358 -1.356
C: -0.538 0.609 -0.385
N: -1.104 -0.319 0.500
N: -0.945 1.837 -0.246
C: -0.154 -0.074 -2.626
F: 0.810 -0.339 -3.543
F: -0.810 1.021 -3.117
C: -1.074 -1.308 -2.558
C: -2.588 -0.947 -2.660
Si: -3.747 -2.259 -1.884
C: -2.837 -3.703 -1.080
C: -4.775 -2.942 -3.322
C: -4.820 -1.316 -0.643
C: -5.543 -0.239 -1.148
C: -6.325 0.537 -0.311
C: -6.362 0.216 1.038
C: -5.667 -0.857 1.538
C: -4.875 -1.645 0.708
H: 0.293 -4.696 -2.520
H: 1.976 -5.278 -2.412
H: 1.587 -3.574 -2.915
H: 2.287 -5.701 -0.318
H: 1.872 -4.576 0.967
H: 4.216 -4.461 0.772
H: 4.206 -4.228 -0.970
H: 4.510 -2.161 0.670
H: 2.744 -2.197 0.758
H: 4.639 -1.609 -1.556
H: 3.227 -2.516 -2.030
H: 2.927 -0.079 -2.383
H: 3.402 0.283 -0.723
H: 1.480 -0.445 0.266
H: 1.143 -1.676 -0.939
H: -0.432 -0.672 1.174
H: -1.594 -1.068 0.018
H: -0.360 2.643 -0.431
H: -1.890 1.970 0.130
H: -0.852 -1.915 -3.446
H: -0.845 -1.947 -1.698
H: -2.733 0.000 -2.112
H: -2.881 -0.745 -3.698
H: -2.115 -3.303 -0.344
H: -3.523 -4.334 -0.499
H: -2.288 -4.329 -1.795
H: -5.226 -2.146 -3.928
H: -5.551 -3.626 -2.954
H: -4.110 -3.522 -3.983
H: -5.476 0.015 -2.209
H: -6.860 1.378 -0.749
H: -6.958 0.851 1.694
H: -5.723 -1.106 2.598
H: -4.300 -2.486 1.094
C: 6.600 -2.242 3.813
N: 5.720 -3.007 2.886
O: 6.251 -3.682 2.028
O: 4.520 -2.901 3.054
H: 7.633 -2.432 3.545
H: 6.358 -1.194 3.699
H: 6.390 -2.588 4.820
C: 1.149 3.483 -4.224
N: 1.407 4.728 -4.998
O: 0.466 5.240 -5.566
O: 2.547 5.140 -5.002
H: 0.097 3.233 -4.308
H: 1.768 2.698 -4.649
H: 1.420 3.680 -3.190
C: -3.438 4.529 2.626
N: -4.272 3.693 1.720
O: -3.698 2.981 0.907
O: -5.467 3.773 1.843
H: -2.393 4.354 2.399
H: -3.701 5.565 2.452
H: -3.668 4.232 3.646
C: 7.182 0.076 7.491
N: 6.672 0.301 6.111
O: 5.606 0.863 5.986
O: 7.366 -0.099 5.195
H: 6.464 0.481 8.195
H: 7.297 -0.996 7.627
H: 8.137 0.585 7.573
C: -2.837 9.067 0.435
N: -2.985 8.082 1.542
O: -2.260 7.101 1.533
O: -3.820 8.320 2.383
H: -2.058 8.721 -0.234
H: -3.793 9.127 -0.077
H: -2.572 10.021 0.882

=====

[2]
Here is a 3-piece molecular cluster, C24H49FN5O2 overall at a distorted geometry from the Open Molecules 2025 dataset. Energies are from ωB97M-V/def2-TZVPD.

Properties
charge	+1
ΔE to the lowest compared entry with this formula, charge and spin	0.00	kJ/mol
spin multiplicity	3
electronic energy	-39934.943	eV
HOMO energy (alpha / beta)	-9.9633 / -10.8050	eV
LUMO level (alpha / beta)	-4.50 / -4.50	eV
max |F|	3.598	eV Å⁻¹
Kohn-Sham gap (alpha / beta)	0.201 / 0.232	Eh
⟨S²⟩	2.008

Geometry (Å):
C: 2.919 -0.848 -3.856
C: 3.593 0.537 -4.044
C: 4.981 0.464 -3.481
F: 5.835 -0.286 -4.249
N: 5.578 1.796 -3.306
C: 6.581 1.883 -2.418
N: 6.507 2.257 -1.099
C: 7.058 1.041 -0.435
C: 8.217 0.733 -1.441
N: 7.849 1.569 -2.608
H: 1.918 -0.761 -3.452
H: 3.503 -1.411 -3.130
H: 2.959 -1.422 -4.771
H: 3.002 1.327 -3.599
H: 3.698 0.688 -5.115
H: 4.976 0.005 -2.493
H: 5.209 2.590 -3.805
H: 5.507 2.316 -0.901
H: 6.385 0.189 -0.505
H: 7.312 1.155 0.608
H: 8.160 -0.333 -1.623
H: 9.165 0.945 -0.962
H: 8.069 1.120 -3.494
C: -4.016 -1.166 -3.436
C: -2.534 -1.581 -3.346
C: -2.368 -2.995 -3.905
C: -2.932 -4.069 -2.979
C: -2.326 -3.947 -1.583
C: -2.442 -2.544 -0.981
N: -2.035 -1.473 -1.942
O: -0.746 -1.411 -1.968
C: -3.885 -2.301 -0.495
C: -1.604 -2.490 0.295
C: -1.812 -0.592 -4.261
H: -4.302 -1.023 -4.478
H: -4.706 -1.908 -3.045
H: -4.191 -0.224 -2.915
H: -1.305 -3.201 -4.075
H: -2.852 -3.061 -4.881
H: -4.022 -4.002 -2.929
H: -2.709 -5.056 -3.387
H: -2.800 -4.668 -0.914
H: -1.270 -4.231 -1.640
H: -4.028 -1.258 -0.208
H: -4.096 -2.911 0.382
H: -4.646 -2.565 -1.226
H: -0.563 -2.761 0.121
H: -1.994 -3.195 1.028
H: -1.630 -1.496 0.744
H: -1.890 0.426 -3.875
H: -2.259 -0.611 -5.253
H: -0.756 -0.833 -4.383
C: 0.079 1.886 5.352
C: -0.554 1.563 3.983
C: -0.866 2.867 3.248
C: -2.055 3.615 3.847
C: -3.280 2.707 3.914
C: -3.019 1.373 4.621
N: -1.767 0.710 4.146
O: -2.011 0.126 3.021
C: -2.960 1.591 6.146
C: -4.235 0.471 4.414
C: 0.543 0.811 3.230
H: 1.077 2.302 5.214
H: -0.468 2.628 5.926
H: 0.179 0.985 5.959
H: -1.079 2.654 2.195
H: 0.016 3.512 3.258
H: -1.809 4.002 4.839
H: -2.283 4.488 3.231
H: -4.096 3.230 4.417
H: -3.623 2.516 2.892
H: -2.621 0.688 6.655
H: -3.951 1.830 6.532
H: -2.320 2.417 6.449
H: -4.468 0.324 3.361
H: -5.112 0.923 4.874
H: -4.082 -0.508 4.872
H: 0.771 -0.139 3.715
H: 1.454 1.409 3.212
H: 0.272 0.610 2.194